DFT (ωB97M-V with the def2-TZVPD basis set) results for C33H64BN11O2SSiTe5Zr as an isolated structure at a distorted geometry.

XYZ file:
```
119
Properties=species:S:1:pos:R:3:forces:R:3:lowdin_charge:R:1
Te 3.732576 -1.886148 -2.149504 1.29 0.35 -0.70 0.110
Te 3.324060 -3.927755 -0.046098 1.38 -0.74 -0.17 0.050
Te 4.042043 -6.410907 -0.716788 -0.36 0.00 -0.18 -0.168
Te 1.704196 -3.399513 2.290457 -0.22 -0.58 1.54 0.702
Te 5.328084 -3.135450 -3.998420 -0.29 -0.07 -0.02 -0.313
Zr 1.932471 -1.510685 0.132451 -0.28 1.67 0.06 0.993
S 0.595526 -2.599832 -2.673891 -0.18 -0.10 0.27 0.769
Si 3.067731 1.881065 0.005795 -0.13 -0.53 -0.20 0.278
O 0.652047 -2.703401 -1.141328 -0.31 0.32 -0.29 -0.849
O 2.548925 0.348844 -0.265864 -0.19 0.28 0.22 -0.595
N 3.588203 -1.270126 1.638270 -0.31 -0.61 -0.17 -0.295
N 4.684329 -2.827577 2.921672 0.40 -0.02 -0.15 -0.310
N -0.577929 0.761220 1.233915 -0.08 -0.15 -0.09 0.067
N -2.343714 -0.842333 0.164968 0.06 -0.17 -0.11 0.052
N 0.128535 0.161862 -1.859727 -0.05 -0.10 -0.22 0.107
N 0.257538 -0.176832 1.826515 -0.21 0.33 -0.24 0.082
N 5.634283 -2.131774 2.099010 -0.21 0.09 0.01 0.057
N -1.743662 -2.057083 0.350135 -0.04 0.08 0.12 0.147
N 3.437117 -2.124752 2.765839 -0.47 -0.13 0.36 -0.432
N -0.919750 0.842577 -1.325860 0.01 0.00 -0.02 0.048
N 5.089283 -2.764925 4.284207 -0.16 0.10 -0.21 0.022
C -1.233909 1.906197 -2.109944 -0.11 0.10 -0.15 -0.217
C -2.712393 -2.948570 0.491900 -0.01 0.05 -0.05 -0.277
C 0.476197 0.273619 3.068470 0.14 -0.09 0.09 -0.280
C -4.902739 1.161903 0.963211 -0.02 0.06 0.04 -0.063
C -3.196603 3.110523 -3.080697 0.02 0.04 -0.06 -0.074
C 0.943864 0.226362 -5.374020 -0.02 -0.04 -0.05 -0.067
C 0.236156 -0.655410 5.342711 -0.03 -0.11 0.05 -0.070
C 0.442456 0.779433 -2.997893 0.03 0.02 -0.12 -0.281
C -4.806455 0.014262 -0.036729 0.00 -0.09 -0.09 -0.354
C -0.395907 1.882812 -3.198793 0.05 -0.06 0.07 0.007
C -1.584974 4.323512 -1.602795 0.03 0.03 0.07 -0.051
C -2.550200 -4.435121 0.708307 -0.07 0.11 0.00 -0.360
C -3.318585 -5.204057 -0.373542 0.03 -0.01 -0.05 -0.078
C -0.160455 1.500243 3.273495 0.04 -0.05 -0.14 -0.006
C 1.908481 3.116787 -0.799546 -0.10 -0.11 0.01 -0.151
C -3.701992 -0.991048 0.188489 -0.01 0.11 0.07 -0.215
C -0.555557 4.239500 1.872114 0.03 0.01 -0.01 -0.063
C -0.795684 1.782876 2.092106 -0.10 0.15 0.21 -0.215
C -2.632656 3.288730 2.886386 0.01 0.01 -0.01 -0.062
C 4.935205 -1.321893 1.391042 0.07 0.13 0.17 -0.363
C -3.967212 -2.320016 0.394705 0.04 -0.02 0.03 -0.001
C 1.515496 0.358474 -3.962703 0.03 -0.03 0.05 -0.416
C -4.839860 0.507646 -1.481796 0.08 0.00 -0.01 -0.050
C 4.801240 2.111902 -0.679874 0.02 -0.06 -0.06 -0.166
C -1.541643 3.065463 1.834950 0.06 -0.02 -0.07 -0.349
C 2.703690 1.316571 -3.953702 0.01 0.03 -0.01 -0.073
C -1.114298 -4.927045 0.791104 0.12 -0.07 0.09 -0.102
C -1.171720 -2.709271 -2.924128 -0.07 -0.16 -0.07 -0.224
C 3.121617 2.335524 1.812279 -0.01 0.02 0.06 -0.154
C 2.412824 0.411291 4.671888 -0.04 0.01 0.05 -0.074
C 1.102000 -4.225695 -3.232368 0.03 -0.02 -0.05 -0.246
C -2.265071 2.977631 -1.871543 -0.03 0.04 0.07 -0.366
C 1.213692 -0.400183 4.195180 -0.07 0.06 -0.13 -0.406
B -1.569947 0.502112 0.031314 0.02 0.03 0.25 -0.470
H -4.041639 3.760984 -2.842830 -0.01 0.02 -0.01 0.078
H -1.065014 -5.991009 0.548038 0.04 0.00 0.03 0.081
H 2.171357 2.133676 2.306784 -0.02 0.03 0.00 0.009
H 2.411427 2.314414 -4.298078 -0.01 0.02 0.03 0.079
H 1.686820 -0.215963 -6.039945 0.03 0.00 -0.01 0.080
H -5.860538 1.675824 0.844214 -0.02 -0.01 0.01 0.076
H 2.133659 1.440768 4.916514 0.00 0.00 0.00 0.074
H -4.946550 -2.763939 0.474602 -0.02 -0.03 -0.01 0.101
H -0.978457 4.297609 -0.696217 -0.05 0.00 -0.12 0.047
H 2.833232 -0.046799 5.570546 0.03 -0.02 0.00 0.071
H 0.661749 1.200157 -5.784775 -0.02 0.02 0.02 0.069
H -4.352573 -4.870393 -0.466373 -0.01 0.02 0.03 0.061
H -3.319836 -6.272361 -0.147953 0.00 -0.02 0.00 0.072
H -3.582098 2.145815 -3.409273 0.01 0.04 0.00 0.069
H -0.102290 0.275204 5.806386 0.00 0.03 -0.04 0.069
H 5.012773 1.380464 -1.463392 -0.01 0.01 -0.01 0.014
H -3.247119 2.402708 3.029665 -0.04 -0.05 -0.05 0.067
H 3.494400 0.941776 -4.606439 0.00 -0.02 -0.03 0.084
H -1.364599 -2.836747 -3.990004 0.01 -0.01 -0.03 0.059
H 3.120572 1.397939 -2.951584 0.02 0.00 0.01 0.037
H 4.562485 -3.496290 4.749649 0.02 0.03 0.02 0.051
H 0.722841 -1.257384 6.114528 -0.01 0.00 0.01 0.073
H 1.896596 -0.612706 -3.662940 -0.03 0.03 0.04 -0.014
H 3.339606 3.403585 1.907094 0.03 0.05 0.03 0.033
H 2.213244 4.131982 -0.531234 -0.03 0.07 0.02 0.035
H 5.546817 1.979795 0.107440 0.03 -0.03 0.01 0.022
H 4.758280 -1.869146 4.653270 0.01 -0.02 0.07 0.049
H -2.000233 3.033359 0.847915 0.03 -0.01 0.09 0.086
H -5.728585 1.116205 -1.671124 0.00 0.03 0.02 0.081
H -0.366541 2.586079 -4.013774 -0.01 0.03 -0.05 0.113
H 1.878572 3.040767 -1.885018 0.03 -0.01 -0.04 0.016
H -2.841362 -5.072081 -1.347465 0.01 0.00 -0.01 0.067
H 5.365870 -0.712747 0.609147 0.01 -0.02 -0.03 0.092
H -2.430012 1.316841 0.133701 0.10 -0.12 0.10 0.080
H -2.860953 2.731266 -0.992511 -0.03 -0.03 -0.13 0.087
H -1.559880 -3.545775 -2.347110 -0.06 0.00 0.00 0.036
H 1.803909 -4.603916 -2.486876 -0.03 -0.04 -0.03 -0.025
H 1.640185 -4.107714 -4.172974 -0.02 0.01 0.00 0.051
H 0.889511 2.947349 -0.437295 0.07 -0.02 -0.06 0.007
H 0.254489 4.116674 1.151319 -0.07 0.00 0.07 0.052
H 0.053094 -0.406421 -5.385173 0.00 -0.02 0.01 0.071
H -4.844874 -0.336252 -2.173809 -0.02 -0.01 0.00 0.087
H 3.900449 1.778693 2.331760 0.05 -0.04 0.03 0.021
H -0.642159 -1.197349 4.987998 0.00 -0.02 0.01 0.081
H -2.181005 3.536824 3.849252 0.00 -0.02 0.02 0.074
H -4.112623 1.894611 0.821182 -0.01 0.04 0.02 0.043
H -5.708195 -0.591161 0.109167 0.01 0.04 0.00 0.123
H 3.179431 0.431089 3.904005 0.09 0.00 -0.04 0.043
H -1.069946 5.181193 1.662566 -0.01 0.01 -0.01 0.079
H -0.128441 2.108582 4.161237 0.00 0.01 0.03 0.115
H -2.658812 3.551855 -3.921972 0.02 0.01 -0.03 0.075
H -0.717243 -4.810055 1.799108 0.01 0.06 0.02 0.005
H 4.930576 3.113277 -1.097748 0.02 0.04 -0.02 0.023
H -0.924028 4.588741 -2.429588 0.00 0.00 -0.03 0.083
H -0.101913 4.310847 2.862214 0.02 0.02 0.03 0.079
H -0.453550 -4.389684 0.115001 0.00 0.05 -0.12 0.037
H -4.836782 0.792083 1.987353 0.01 -0.01 0.01 0.084
H -1.594367 -1.772887 -2.567329 -0.01 0.03 0.05 0.041
H -3.280395 4.119267 2.596149 0.00 0.03 0.01 0.078
H -3.041012 -4.657369 1.664459 -0.01 -0.02 -0.03 0.132
H -2.334996 5.111538 -1.494207 -0.02 0.03 0.02 0.079
H 1.578816 -1.357471 3.862917 0.10 -0.15 -0.08 -0.014
H -3.961766 1.108225 -1.705160 -0.03 -0.08 0.07 0.037
H 0.242729 -4.885952 -3.330382 0.01 -0.06 0.05 0.055
```
Positions in Å, forces in eV/Å.

Results
- HOMO level: -0.89 eV
- Net charge: -2
- 2S+1: 1
- HOMO-LUMO gap: 4.54 eV
- Calculated total energy: -4148.520377 Eh

---

DFT (ωB97M-V with the def2-TZVPD basis set) results for a 8-piece molecular cluster, C33H65FN5O9 overall at a distorted geometry.

XYZ file:
```
113
Properties=species:S:1:pos:R:3:forces:R:3:lowdin_charge:R:1
F -2.449770 -0.868550 0.165297 1.03 0.13 -0.60 0.149
O -3.803832 -7.368766 -1.008775 0.35 0.51 -0.02 0.039
O 2.411120 3.862550 0.799656 -0.12 -0.09 0.02 0.043
O 9.734273 -0.319546 1.254212 0.12 0.08 -0.07 0.057
O -3.904759 0.599281 0.698709 -3.76 0.88 1.92 0.212
O 4.607825 0.756041 -0.206664 0.09 -0.02 -0.06 0.030
O -5.819740 2.141745 -1.233142 -0.03 0.82 0.49 0.016
O -4.729725 -1.968204 -1.451998 1.58 -1.08 0.00 0.098
O 3.370126 5.908428 5.616373 0.11 0.01 -0.09 0.049
O -6.567195 -8.398102 1.281848 -0.04 -0.08 -0.06 0.058
N -1.013240 1.188896 -1.298165 0.13 1.44 0.97 0.022
N -2.480852 1.000235 -3.149255 0.06 -0.19 0.91 0.139
N -6.586074 -0.861274 -0.774079 -0.05 0.31 -0.93 0.120
N 2.432243 -0.855069 -1.696630 -0.18 0.58 0.73 0.014
N -0.241491 0.560820 -3.415550 0.27 -0.20 0.81 0.103
C -5.879038 3.244888 -0.718725 -0.07 -0.04 0.05 -0.468
C 2.137081 3.734420 1.975496 0.02 0.08 -0.09 -0.501
C 6.978280 0.590181 -0.052664 -0.42 -0.21 0.00 -0.022
C -4.315741 -0.542526 -3.908424 -0.04 0.16 0.38 -0.127
C 4.418883 6.510736 5.703774 -0.14 -0.05 0.01 -0.499
C 0.560762 -0.355732 -0.102957 -0.05 0.19 -0.95 -0.149
C 5.722862 2.839383 -0.078784 -0.39 0.01 -0.04 -0.011
C 2.377908 2.430228 2.695742 0.12 -0.14 -0.37 -0.012
C 10.780665 -0.037670 0.711875 -0.12 -0.11 0.12 -0.496
C -6.047258 3.405912 0.767797 -0.04 -0.43 -0.04 -0.006
C -5.787631 4.500469 -1.544946 0.08 -0.30 -0.29 -0.008
C -1.850201 -0.953608 -4.436121 0.26 0.45 0.27 -0.110
C 2.013453 -0.816150 -0.274444 -0.02 -1.07 0.50 -0.277
C -3.861412 -5.003889 -1.243259 -0.01 -0.29 -0.28 -0.027
C -1.230757 0.956670 -2.563363 -0.02 -0.01 -1.20 -0.299
C -5.360574 -0.112362 -2.854442 0.20 -0.16 -0.52 -0.111
C -5.902331 -9.474935 -0.729701 0.07 0.42 0.12 -0.018
C 1.545863 4.863355 2.776330 0.09 0.16 -0.33 -0.012
C 5.740348 5.785539 5.750219 -0.19 -0.26 -0.03 -0.022
C 10.912184 1.188900 -0.157870 -0.30 0.03 0.07 -0.020
C -4.048855 -6.182197 1.035375 0.08 -0.31 0.00 -0.019
C 0.324232 1.085740 -0.679316 0.54 -0.72 1.32 -0.092
C 12.007608 -0.897631 0.877279 -0.20 -0.17 0.17 -0.021
C -3.895550 -6.290619 -0.459015 0.08 -0.17 -0.03 -0.480
C 4.456729 8.016148 5.771089 -0.33 -0.04 -0.01 -0.021
C -0.395708 -0.838278 -3.891779 -0.88 0.17 -1.62 -0.131
C -7.724329 -10.423485 0.825932 -0.08 0.19 0.32 -0.027
C -2.110293 1.564962 -0.383954 0.71 -0.57 -0.29 0.017
C -2.903063 0.379108 0.191317 1.99 0.09 -1.23 -0.468
C -6.715749 -9.339757 0.531764 0.05 0.09 0.03 -0.494
C -2.874519 -0.415211 -3.401273 0.12 -1.32 -1.09 -0.300
C 5.673442 1.335456 -0.121112 -0.01 0.01 -0.05 -0.473
C -5.482533 -1.083856 -1.677586 -1.62 1.47 0.33 -0.496
H 6.296040 3.220030 -0.926072 0.17 0.02 0.14 0.089
H 2.210934 5.121559 3.602545 -0.18 -0.09 0.18 0.066
H 12.810833 -0.317296 1.334308 0.08 0.00 -0.18 0.088
H 1.140354 1.411210 -1.334075 -0.46 -0.13 -0.04 0.121
H -5.195759 3.948405 1.182373 -0.13 0.17 0.02 0.093
H -7.219050 -11.385620 0.924608 -0.07 -0.04 -0.18 0.084
H 6.786583 -0.480959 -0.092648 0.04 0.04 0.02 0.088
H -8.463073 -10.472031 0.024260 0.10 -0.16 -0.06 0.084
H -4.791582 -4.454501 -1.099728 0.14 0.16 0.14 0.073
H 0.220506 -0.406813 0.943340 0.28 0.05 -0.29 0.117
H -2.757074 -1.027352 -2.482263 -0.24 0.39 -0.25 0.139
H -5.217564 -8.625786 -0.811542 -0.31 -0.49 0.04 0.038
H -6.971057 3.945749 0.981129 0.12 0.17 0.03 0.096
H -6.700033 5.087231 -1.431579 0.11 0.12 0.12 0.096
H -6.564623 -9.482293 -1.598399 0.01 -0.24 0.00 0.089
H 6.360324 6.086091 4.903780 0.11 0.12 0.13 0.086
H 2.046454 -1.866160 0.073396 -0.09 0.43 -0.02 0.122
H -4.059773 -7.178855 1.471277 -0.07 0.04 -0.03 0.078
H -3.167895 1.551993 -2.648245 -0.07 -0.39 0.15 0.114
H 3.076698 2.583311 3.519492 -0.18 -0.01 0.14 0.092
H -7.348514 -0.468463 -1.328193 0.08 0.12 0.33 0.081
H 0.695559 0.821544 -3.137766 -0.04 -0.53 0.25 0.118
H 7.608788 0.865686 -0.899664 0.11 0.12 0.13 0.087
H -4.988856 -5.684820 1.278000 0.08 0.11 0.04 0.091
H -2.812953 2.266884 -0.850373 0.06 -0.44 0.14 0.134
H -0.078694 -1.053740 -0.669577 0.27 0.21 0.16 0.100
H -1.909541 -0.309337 -5.330901 -0.08 -0.33 0.26 0.130
H 11.187277 0.898406 -1.173190 0.18 0.07 0.04 0.089
H 5.565715 4.711987 5.693974 -0.01 0.04 0.02 0.079
H -3.747595 -5.230854 -2.303194 0.00 -0.03 0.04 0.082
H 4.916306 8.335954 6.707617 0.16 0.05 -0.11 0.089
H -6.098282 2.424028 1.235970 0.02 0.04 -0.02 0.080
H -6.339947 -0.054449 -3.360898 0.23 0.11 0.32 0.132
H -3.016010 -4.393466 -0.921418 -0.16 0.15 0.12 0.080
H -0.163028 -1.596703 -3.130021 0.05 0.44 -0.09 0.115
H -4.437135 0.049943 -4.833007 0.09 -0.15 0.37 0.130
H 11.668210 1.858897 0.254432 0.11 -0.06 -0.15 0.088
H 2.732272 -0.281705 0.366430 -0.40 0.10 -0.29 0.082
H 5.021134 8.413004 4.925541 0.15 0.03 0.13 0.087
H 0.372604 1.753434 0.195116 -0.19 0.16 -0.64 0.116
H 3.219330 -1.500116 -1.717554 -0.08 0.21 -0.31 0.078
H -4.496422 -1.598887 -4.170925 0.20 0.36 0.11 0.132
H -1.706508 2.103949 0.486703 0.07 -0.27 -0.36 0.151
H 9.958558 1.714124 -0.189378 0.04 -0.02 0.02 0.067
H 1.427436 5.736724 2.136175 0.01 -0.05 0.00 0.086
H -6.332239 -0.136934 -0.101644 0.06 -0.29 0.03 0.069
H -4.925064 5.091489 -1.231422 -0.15 0.14 0.11 0.090
H 0.566169 4.574361 3.161869 0.10 -0.02 0.22 0.088
H -2.068550 -1.988848 -4.730971 0.01 0.28 0.25 0.130
H -5.178031 0.905181 -2.426741 -0.19 -1.12 -0.61 0.076
H 7.490778 0.817762 0.882041 0.18 0.06 -0.13 0.079
H 2.834212 0.064309 -1.882445 0.25 -0.30 -0.15 0.050
H 1.434639 2.034859 3.078982 0.07 0.07 0.23 0.085
H 3.440687 8.405224 5.728396 0.03 -0.03 0.01 0.083
H 0.264496 -0.941270 -4.765847 0.02 -0.18 0.58 0.128
H -5.317511 -10.396489 -0.698605 -0.13 -0.08 -0.13 0.092
H 11.772440 -1.741079 1.524233 -0.01 0.04 -0.02 0.084
H 12.329967 -1.278256 -0.093390 0.15 0.13 0.01 0.088
H -3.210371 -5.621818 1.454870 -0.11 0.17 -0.01 0.083
H 6.255481 6.008786 6.685701 0.12 0.11 -0.11 0.089
H 4.706956 3.229613 -0.136280 0.04 0.00 0.03 0.061
H -8.235638 -10.198278 1.761019 0.03 0.00 -0.04 0.080
H -5.669446 4.236480 -2.595362 -0.03 0.01 0.04 0.086
H 6.175861 3.170911 0.857326 0.18 0.04 -0.11 0.091
H 2.806930 1.707099 2.000569 0.02 0.05 0.00 0.066
```
Positions in Å, forces in eV/Å.

Results
- HOMO level: -10.29 eV
- Net charge: +1
- 2S+1: 1
- HOMO-LUMO gap: 7.85 eV
- Calculated total energy: -2346.995148 Eh